# 1
# C46H30Cl4N4OSY

C46H30Cl4N4OSY as an isolated structure (the ωB97M-V functional and the def2-TZVPD basis, the OMol25 dataset).

- HOMO energy (spin up / spin down): -9.266 / -9.269 eV
- Energy: -4342.443946 Ha
- Total charge: +1
- Lowest unoccupied orbital energy (spin up / spin down): -4.1285 / -4.1272 eV
- Relative energy (zero: lowest compared OMol25 entry of this formula, charge and spin): 15.5 kcal per mole
- Max |F|: 0.013 hartree/bohr

Positions of all 87 atoms, in Å:
Y  -0.091  -0.243  -0.526
Cl  5.960  3.324  -6.678
C  4.970  2.878  -5.342
C  3.601  3.072  -5.390
C  2.817  2.723  -4.307
C  3.357  2.213  -3.112
C  4.732  1.925  -3.153
C  5.527  2.267  -4.230
C  2.455  1.850  -1.990
C  2.899  1.064  -0.884
C  4.204  1.099  -0.257
C  4.168  0.289  0.825
C  2.845  -0.271  0.905
C  2.413  -1.156  1.901
C  3.469  -1.733  2.780
C  3.442  -1.507  4.156
C  4.422  -2.028  4.984
C  5.442  -2.791  4.436
Cl  6.666  -3.449  5.463
C  5.490  -3.028  3.071
C  4.508  -2.496  2.252
C  1.077  -1.536  2.194
N  -0.033  -0.988  1.628
C  -1.146  -1.578  2.168
C  -2.483  -1.238  1.864
C  -3.551  -1.991  2.583
C  -3.673  -1.934  3.969
C  -4.674  -2.634  4.623
C  -5.561  -3.405  3.889
Cl  -6.807  -4.285  4.700
C  -5.461  -3.474  2.508
C  -4.459  -2.766  1.864
C  -2.924  -0.227  0.984
C  -4.270  0.263  0.857
C  -4.240  1.312  -0.006
C  -2.875  1.483  -0.426
N  -2.117  0.526  0.175
C  -2.368  2.516  -1.255
C  -1.046  2.692  -1.679
C  -0.523  3.911  -2.244
C  0.798  3.720  -2.471
C  1.126  2.379  -2.042
N  -0.005  1.792  -1.569
C  -3.339  3.573  -1.660
C  -3.979  4.349  -0.694
C  -4.872  5.343  -1.056
C  -5.137  5.564  -2.400
Cl  -6.260  6.794  -2.860
C  -4.513  4.804  -3.377
C  -3.616  3.817  -3.003
C  -0.707  -2.567  3.116
C  0.655  -2.535  3.138
N  2.105  0.245  -0.135
H  3.143  3.471  -6.285
H  1.748  2.817  -4.424
H  5.207  1.382  -2.358
H  6.584  2.039  -4.217
H  5.013  1.758  -0.512
H  4.953  0.142  1.549
H  2.649  -0.902  4.580
H  4.403  -1.840  6.049
H  6.291  -3.626  2.660
H  4.543  -2.678  1.184
H  -2.986  -1.320  4.538
H  -4.774  -2.580  5.698
H  -6.163  -4.076  1.947
H  -4.382  -2.813  0.784
H  -5.130  -0.122  1.382
H  -5.073  1.917  -0.322
H  -1.082  4.821  -2.385
H  1.505  4.459  -2.810
H  -3.762  4.179  0.353
H  -5.359  5.950  -0.306
H  -4.734  4.987  -4.419
H  -3.126  3.220  -3.763
H  -1.350  -3.202  3.703
H  1.308  -3.142  3.745
C  -0.233  -4.549  -0.192
S  0.805  -3.507  -1.204
C  0.735  -4.427  -2.733
O  -0.060  -2.276  -1.479
H  -1.202  -4.660  -0.676
H  -0.339  -4.048  0.772
H  0.259  -5.511  -0.056
H  1.230  -5.387  -2.588
H  1.269  -3.843  -3.479
H  -0.307  -4.562  -3.019

Table of Mulliken atomic charges, one value per atom, all in e: number 1, Y, carries 1.94; number 2, Cl, carries -0.19; number 3, C, carries 0.38; number 4, C, carries -0.99; number 5, C, carries -0.52; number 6, C, carries 0.75; number 7, C, carries -0.22; number 8, C, carries -1.29; number 9, C, carries 0.35; number 10, C, carries 0.89; number 11, C, carries -1.37; number 12, C, carries -1.32; number 13, C, carries 0.00; number 14, C, carries 1.71; number 15, C, carries -0.55; number 16, C, carries -0.09; number 17, C, carries -1.01; number 18, C, carries 0.32; number 19, Cl, carries -0.19; number 20, C, carries -0.96; number 21, C, carries -0.09; number 22, C, carries 0.02; number 23, N, carries -0.77; number 24, C, carries 0.16; number 25, C, carries 1.75; number 26, C, carries -0.54; number 27, C, carries -0.15; number 28, C, carries -0.97; number 29, C, carries 0.36; number 30, Cl, carries -0.20; number 31, C, carries -0.94; number 32, C, carries -0.20; number 33, C, carries 0.52; number 34, C, carries -1.15; number 35, C, carries -1.38; number 36, C, carries 0.35; number 37, N, carries -0.44; number 38, C, carries 1.52; number 39, C, carries 0.09; number 40, C, carries -1.16; number 41, C, carries -1.37; number 42, C, carries 0.46; number 43, N, carries -0.35; number 44, C, carries -0.44; number 45, C, carries -0.15; number 46, C, carries -0.97; number 47, C, carries 0.36; number 48, Cl, carries -0.20; number 49, C, carries -0.99; number 50, C, carries 0.05; number 51, C, carries -1.05; number 52, C, carries -1.07; number 53, N, carries 0.05; number 54, H, carries 0.42; number 55, H, carries 0.52; number 56, H, carries 0.46; number 57, H, carries 0.44; number 58, H, carries 0.63; number 59, H, carries 0.57; number 60, H, carries 0.53; number 61, H, carries 0.42; number 62, H, carries 0.42; number 63, H, carries 0.49; number 64, H, carries 0.55; number 65, H, carries 0.42; number 66, H, carries 0.42; number 67, H, carries 0.48; number 68, H, carries 0.52; number 69, H, carries 0.56; number 70, H, carries 0.55; number 71, H, carries 0.69; number 72, H, carries 0.54; number 73, H, carries 0.42; number 74, H, carries 0.41; number 75, H, carries 0.49; number 76, H, carries 0.62; number 77, H, carries 0.59; number 78, C, carries -0.65; number 79, S, carries 0.71; number 80, C, carries -1.14; number 81, O, carries -0.77; number 82, H, carries 0.37; number 83, H, carries -0.05; number 84, H, carries 0.49; number 85, H, carries 0.43; number 86, H, carries 0.39; number 87, H, carries 0.35

---

# 2
# C4H9NO2

One molecule with the formula C4H9NO2 (the ωB97M-V functional and the def2-TZVPD basis, the OMol25 dataset).

- HOMO energy: -9.823 eV
- Energy: -363.059410 Ha
- Lowest unoccupied orbital energy: 0.9407 eV
- Relative energy (zero: lowest compared OMol25 entry of this formula, charge and spin): 16.4 kcal per mole
- Structure (SMILES): CCNC(=O)OC
- Max |F|: 0.010 hartree/bohr

Positions of all 16 atoms, in Å:
C  -2.314  0.718  0.831
C  -1.580  -0.532  0.358
N  -0.467  -0.249  -0.543
C  0.742  0.165  -0.049
O  0.985  0.271  1.133
O  1.662  0.386  -1.035
C  2.918  -0.269  -0.809
H  -2.830  1.217  0.003
H  -3.063  0.474  1.592
H  -1.592  1.413  1.267
H  -1.167  -1.084  1.205
H  -2.269  -1.207  -0.168
H  -0.732  0.015  -1.475
H  3.644  0.165  -1.498
H  3.262  -0.146  0.222
H  2.801  -1.336  -1.035

Table of Mulliken atomic charges, one value per atom, all in e: number 1, C, carries -1.02; number 2, C, carries -0.41; number 3, N, carries -0.19; number 4, C, carries 0.64; number 5, O, carries -0.59; number 6, O, carries -0.36; number 7, C, carries -0.66; number 8, H, carries 0.29; number 9, H, carries 0.32; number 10, H, carries 0.31; number 11, H, carries 0.30; number 12, H, carries 0.32; number 13, H, carries 0.25; number 14, H, carries 0.22; number 15, H, carries 0.31; number 16, H, carries 0.29

---

# 3
# C4H12ClNSi

One molecule with the formula C4H12ClNSi (the ωB97M-V functional and the def2-TZVPD basis, the OMol25 dataset).

- HOMO energy: -9.128 eV
- Energy: -964.035019 Ha
- Lowest unoccupied orbital energy: 0.8779 eV
- Relative energy (zero: lowest compared OMol25 entry of this formula, charge and spin): 59.7 kcal per mole
- Structure (SMILES): CC[Si@@H](Cl)N(C)C
- Max |F|: 0.069 hartree/bohr

Positions of all 19 atoms, in Å:
C  -0.671  2.400  -0.566
C  -0.814  1.718  0.751
Si  -1.056  -0.430  0.783
Cl  -2.815  -1.024  -0.078
N  0.250  -1.110  -0.109
C  0.291  -2.557  -0.221
C  1.563  -0.503  -0.174
H  0.346  2.106  -0.930
H  -1.379  2.385  -1.401
H  -0.569  3.395  -0.189
H  -1.682  2.343  1.145
H  0.021  2.086  1.439
H  -1.506  -0.740  2.210
H  -0.619  -2.918  0.188
H  0.397  -2.803  -1.216
H  1.150  -3.004  0.328
H  1.432  0.665  -0.214
H  1.965  -0.833  0.789
H  2.085  -0.805  -1.210

Table of Mulliken atomic charges, one value per atom, all in e: number 1, C, carries -0.95; number 2, C, carries -0.67; number 3, Si, carries 0.41; number 4, Cl, carries -0.29; number 5, N, carries 0.18; number 6, C, carries -1.08; number 7, C, carries -0.89; number 8, H, carries 0.24; number 9, H, carries 0.28; number 10, H, carries 0.36; number 11, H, carries 0.37; number 12, H, carries 0.34; number 13, H, carries -0.15; number 14, H, carries 0.39; number 15, H, carries 0.33; number 16, H, carries 0.29; number 17, H, carries 0.17; number 18, H, carries 0.41; number 19, H, carries 0.25

---

# 4
# C14H40B2O12V2

C14H40B2O12V2 as an isolated structure (the ωB97M-V functional and the def2-TZVPD basis, the OMol25 dataset).

- HOMO energy (spin up / spin down): -3.626 / -3.930 eV
- Energy: -3398.142410 Ha
- Spin multiplicity: 3
- Total charge: -2
- Lowest unoccupied orbital energy (spin up / spin down): 4.6589 / 4.6577 eV
- Max |F|: 0.142 hartree/bohr

Positions of all 70 atoms, in Å:
O  6.439  4.863  -13.273
V  5.194  3.940  -13.459
O  1.160  6.129  -12.681
V  1.804  4.839  -13.290
C  3.430  4.643  -15.369
O  2.522  5.546  -15.228
O  4.692  4.881  -15.494
O  3.256  3.660  -14.532
C  3.739  4.421  -11.338
O  4.794  3.663  -11.299
O  2.554  3.884  -11.319
O  3.805  5.348  -12.232
B  -0.073  3.604  -13.528
H  -1.028  2.936  -13.806
H  0.898  2.987  -13.744
H  -0.048  4.541  -14.234
H  -0.114  4.006  -12.436
B  6.217  1.972  -13.846
H  6.598  2.388  -12.830
H  5.036  1.915  -13.799
H  6.530  2.711  -14.700
H  6.646  0.863  -13.992
C  3.343  0.385  -16.852
C  2.273  1.352  -17.359
C  1.242  0.626  -18.204
O  1.590  1.908  -16.247
H  2.991  -0.174  -15.984
H  4.201  0.963  -16.492
H  3.698  -0.329  -17.599
H  2.745  2.141  -17.958
H  0.344  1.226  -18.353
H  0.991  -0.371  -17.842
H  1.679  0.473  -19.201
H  2.241  2.301  -15.646
C  3.832  7.797  -17.991
C  3.135  8.483  -16.824
C  2.863  9.942  -17.138
O  1.862  7.868  -16.619
H  4.763  8.283  -18.309
H  3.161  7.741  -18.851
H  4.176  6.797  -17.717
H  3.726  8.346  -15.915
H  2.333  10.419  -16.309
H  2.245  10.050  -18.028
H  3.818  10.464  -17.246
H  2.043  7.000  -16.218
C  3.573  8.452  -13.112
C  2.903  8.805  -11.800
C  3.757  9.702  -10.932
O  1.680  9.526  -12.061
H  3.739  9.296  -13.789
H  2.987  7.701  -13.646
H  4.543  7.967  -12.967
H  2.655  7.858  -11.314
H  3.855  10.691  -11.384
H  4.754  9.270  -10.819
H  3.357  9.823  -9.923
H  1.310  9.148  -12.866
C  6.244  2.799  -17.799
C  6.233  4.161  -18.491
C  4.896  4.404  -19.188
O  6.519  5.178  -17.554
H  6.053  1.998  -18.518
H  5.487  2.805  -17.013
H  7.208  2.646  -17.316
H  7.037  4.198  -19.235
H  4.776  3.695  -20.014
H  4.902  5.382  -19.678
H  4.076  4.367  -18.470
H  5.833  5.174  -16.861

Table of Mulliken atomic charges, one value per atom, all in e: number 1, O, carries -0.26; number 2, V, carries 0.60; number 3, O, carries -0.45; number 4, V, carries 1.08; number 5, C, carries 2.35; number 6, O, carries -0.97; number 7, O, carries -0.76; number 8, O, carries -1.12; number 9, C, carries 1.18; number 10, O, carries -0.75; number 11, O, carries -0.73; number 12, O, carries -0.84; number 13, B, carries 0.01; number 14, H, carries -0.25; number 15, H, carries -0.08; number 16, H, carries -0.14; number 17, H, carries -0.19; number 18, B, carries 0.00; number 19, H, carries -0.05; number 20, H, carries -0.01; number 21, H, carries -0.08; number 22, H, carries -0.26; number 23, C, carries -1.15; number 24, C, carries 1.54; number 25, C, carries -1.72; number 26, O, carries -0.56; number 27, H, carries 0.35; number 28, H, carries 0.10; number 29, H, carries 0.35; number 30, H, carries -0.32; number 31, H, carries 0.39; number 32, H, carries 0.36; number 33, H, carries 0.41; number 34, H, carries 0.03; number 35, C, carries -1.24; number 36, C, carries 1.41; number 37, C, carries -1.77; number 38, O, carries -0.62; number 39, H, carries 0.33; number 40, H, carries 0.32; number 41, H, carries 0.12; number 42, H, carries -0.15; number 43, H, carries 0.40; number 44, H, carries 0.40; number 45, H, carries 0.36; number 46, H, carries 0.43; number 47, C, carries -1.16; number 48, C, carries 1.06; number 49, C, carries -1.58; number 50, O, carries -0.63; number 51, H, carries 0.52; number 52, H, carries 0.04; number 53, H, carries 0.31; number 54, H, carries 0.00; number 55, H, carries 0.35; number 56, H, carries 0.34; number 57, H, carries 0.40; number 58, H, carries 0.35; number 59, C, carries -0.63; number 60, C, carries 0.42; number 61, C, carries -1.06; number 62, O, carries -0.64; number 63, H, carries 0.44; number 64, H, carries -0.34; number 65, H, carries 0.30; number 66, H, carries 0.37; number 67, H, carries 0.47; number 68, H, carries 0.27; number 69, H, carries 0.07; number 70, H, carries 0.31

---

Question: The highest max |F| belongs to which entry?
Answer: C14H40B2O12V2

---

Question: Look up the energy of the second one.
Answer: -363.059410 Ha

---

Question: Which value of energy does entry 1 give?
Answer: -4342.443946 Ha